1.
{
  "formula": "C53H38Br2F9O2P2STi",
  "method": "ωB97M-V/def2-TZVPD",
  "elements": ["Ti", "O", "S", "C", "C", "C", "C", "C", "C", "C", "C", "C", "C", "P", "C", "C", "C", "C", "C", "C", "C", "C", "C", "C", "C", "C", "C", "C", "C", "C", "C", "C", "C", "C", "C", "C", "C", "C", "P", "C", "C", "C", "C", "C", "C", "C", "C", "C", "C", "C", "C", "C", "C", "H", "H", "H", "H", "H", "H", "H", "H", "H", "H", "H", "H", "H", "H", "H", "H", "H", "H", "H", "H", "H", "H", "H", "H", "H", "H", "H", "H", "H", "H", "H", "H", "H", "H", "H", "H", "Br", "C", "Br", "H", "H", "F", "C", "F", "F", "C", "O", "C", "F", "F", "F", "C", "F", "F", "F"],
  "coordinates": [[-0.1212, 0.3577, -0.3014], [-2.2676, 1.3112, 2.7917], [-1.8843, 0.1484, 2.0108], [-3.1879, -1.0331, 2.1554], [-4.4941, -0.6981, 2.4729], [-5.3863, -1.6303, 3.0080], [-4.9097, -2.8900, 3.3192], [-5.5284, -4.0490, 4.0230], [-4.4117, -5.1106, 4.1245], [-3.2436, -4.5135, 3.4220], [-1.9606, -4.9568, 3.1966], [-1.0840, -4.1402, 2.4812], [-1.4093, -2.8613, 2.0325], [-0.2024, -2.1153, 0.8417], [1.3520, -2.4426, 1.7754], [1.3378, -2.1558, 3.1462], [2.4493, -2.4146, 3.9267], [3.5901, -2.9642, 3.3598], [3.6256, -3.2187, 1.9986], [2.5196, -2.9505, 1.2065], [-0.4672, -3.5279, -0.3152], [0.3080, -4.6787, -0.3837], [-0.1206, -5.7498, -1.1515], [-1.3229, -5.6982, -1.8333], [-2.1160, -4.5655, -1.7395], [-1.6942, -3.4908, -0.9845], [-2.6916, -2.3510, 2.3347], [-3.5847, -3.2242, 2.9815], [-2.1170, 0.8901, 0.1446], [-3.2713, 0.3358, -0.4865], [-4.3581, 1.0742, -0.9237], [-4.3790, 2.4498, -0.6903], [-5.3983, 3.4979, -0.9295], [-4.7852, 4.8051, -0.3764], [-3.4520, 4.4176, 0.1537], [-2.4718, 5.1159, 0.8305], [-1.3215, 4.4402, 1.2347], [-1.1133, 3.0868, 0.9575], [0.2779, 2.0767, 1.5849], [0.6977, 2.9653, 3.1158], [1.8769, 3.7136, 3.1403], [2.1284, 4.5480, 4.2141], [1.2332, 4.6148, 5.2720], [0.0693, 3.8577, 5.2507], [-0.2020, 3.0264, 4.1778], [1.9864, 1.8439, 0.8676], [2.8521, 2.5793, 0.0631], [4.1564, 2.1367, -0.1179], [4.6268, 1.0031, 0.5250], [3.7834, 0.2865, 1.3608], [2.4712, 0.6890, 1.5093], [-2.1103, 2.3388, 0.2988], [-3.2601, 3.0421, -0.0817], [-4.8087, 0.3273, 2.3346], [-6.4038, -1.3445, 3.2222], [-6.3956, -4.4157, 3.4711], [-5.8953, -3.7557, 5.0089], [-4.7002, -6.0704, 3.6940], [-4.1477, -5.3034, 5.1652], [-1.6246, -5.9201, 3.5436], [-0.0990, -4.5292, 2.2683], [0.4379, -1.7559, 3.6007], [2.4213, -2.2030, 4.9837], [4.4412, -3.1984, 3.9783], [4.5141, -3.6363, 1.5505], [2.5830, -3.1651, 0.1507], [1.2282, -4.7674, 0.1710], [0.4913, -6.6346, -1.1944], [-1.6483, -6.5443, -2.4152], [-3.0635, -4.5248, -2.2488], [-2.3169, -2.6029, -0.9145], [-3.3318, -0.7454, -0.5791], [-5.1914, 0.5839, -1.4055], [-6.3481, 3.2584, -0.4414], [-5.6210, 3.5642, -1.9993], [-5.4030, 5.2452, 0.4096], [-4.6902, 5.5711, -1.1493], [-2.5894, 6.1609, 1.0662], [-0.5558, 4.9833, 1.7700], [2.5860, 3.6695, 2.3283], [3.0285, 5.1466, 4.2182], [1.4511, 5.2518, 6.1156], [-0.6300, 3.9134, 6.0721], [-1.1082, 2.4413, 4.1640], [2.5571, 3.5165, -0.3782], [4.8216, 2.7130, -0.7392], [5.6526, 0.6984, 0.4048], [4.1430, -0.5653, 1.9118], [1.8207, 0.1652, 2.2129], [2.3449, -0.8590, -1.4547], [1.5811, -1.7298, -3.0236], [-0.3218, -1.4722, -2.9226], [1.8042, -2.7961, -2.9972], [1.9691, -1.2522, -3.9224], [2.3278, 1.7311, -3.0798], [1.1675, 2.0034, -3.6896], [1.3453, 2.9199, -4.6093], [0.7909, 0.8667, -4.2827], [0.1331, 2.4107, -2.5929], [0.2501, 1.5790, -1.5193], [-1.3232, 2.2874, -3.1492], [-2.1511, 3.1624, -2.5902], [-1.4201, 2.3761, -4.4521], [-1.7870, 1.0704, -2.7592], [0.4717, 3.9039, -2.2241], [-0.3331, 4.7778, -2.7952], [0.3614, 4.0437, -0.8980], [1.7221, 4.2179, -2.5220]],
  "orbital_gap_ha": [0.17648, 0.17652],
  "total_charge": 3,
  "total_energy_ev": -276718.4094
}

***

2.
{
  "formula": "C53H38N11Ru",
  "method": "ωB97M-V/def2-TZVPD",
  "elements": ["Ru", "C", "C", "C", "C", "C", "N", "C", "C", "C", "C", "C", "C", "C", "C", "N", "C", "N", "C", "N", "C", "N", "C", "N", "C", "N", "C", "C", "C", "C", "C", "C", "C", "C", "C", "C", "C", "C", "C", "C", "N", "H", "H", "H", "H", "H", "H", "H", "H", "H", "H", "H", "H", "H", "H", "H", "H", "C", "C", "C", "C", "C", "C", "N", "N", "C", "C", "C", "C", "C", "C", "H", "H", "H", "H", "H", "H", "H", "H", "H", "C", "N", "C", "C", "C", "C", "C", "C", "C", "C", "H", "H", "H", "H", "H", "H", "H", "H", "H", "H", "H", "H", "H"],
  "coordinates": [[0.3501, -0.4914, 0.0577], [-3.5250, -3.6495, 4.5453], [-4.5854, -2.9173, 3.9810], [-4.3598, -2.0012, 2.9698], [-3.0474, -1.8344, 2.5285], [-2.4413, -0.9903, 1.5102], [-3.2476, 0.0180, 0.9897], [-1.9418, 1.5648, -0.5666], [-1.9866, 2.9910, -0.7992], [-2.9032, 3.9826, -0.4421], [-2.5477, 5.2983, -0.6690], [-1.3144, 5.6266, -1.2609], [-0.4146, 4.6425, -1.6251], [-0.7638, 3.3191, -1.3753], [-0.0285, 2.0746, -1.4888], [1.0388, 1.9444, -2.2659], [1.8542, 0.9234, -2.1565], [1.9487, 0.1049, -1.0830], [3.1241, -0.5922, -1.1814], [3.7257, -1.2405, -0.2216], [3.1012, -1.4943, 0.9379], [1.7557, -1.5219, 1.1445], [1.5313, -2.0946, 2.3690], [0.3640, -2.4711, 2.8538], [-0.8118, -2.1429, 2.3790], [-1.1485, -1.2315, 1.3589], [-2.0101, -2.5686, 3.0728], [-2.2266, -3.4835, 4.0985], [2.7971, -2.4017, 3.0071], [3.1237, -2.9142, 4.2629], [4.4636, -3.0406, 4.5768], [5.4642, -2.6661, 3.6605], [5.1387, -2.1572, 2.4171], [3.7868, -2.0286, 2.1012], [3.7498, -0.3093, -2.4817], [4.8742, -0.8180, -3.1089], [5.1750, -0.3411, -4.3779], [4.3726, 0.6253, -4.9929], [3.2498, 1.1342, -4.3539], [2.9538, 0.6462, -3.0927], [-0.7441, 1.0508, -0.8945], [-3.7336, -4.3555, 5.3394], [-5.5917, -3.0728, 4.3483], [-5.1736, -1.4348, 2.5355], [-3.8525, 3.7282, 0.0156], [-3.2233, 6.0931, -0.3787], [-1.0641, 6.6681, -1.4179], [0.5389, 4.8858, -2.0766], [-1.4015, -4.0398, 4.5252], [2.3463, -3.1898, 4.9644], [4.7531, -3.4242, 5.5471], [6.5047, -2.7693, 3.9416], [5.9024, -1.8603, 1.7092], [5.4908, -1.5645, -2.6244], [6.0411, -0.7235, -4.9030], [4.6337, 0.9796, -5.9818], [2.6206, 1.8813, -4.8204], [1.8975, 3.3846, 3.5325], [0.7003, 3.7687, 4.1329], [-0.4916, 3.1606, 3.7688], [-0.4708, 2.1592, 2.8123], [0.7208, 1.7696, 2.2243], [1.9114, 2.3880, 2.5673], [-1.5972, 1.4344, 2.3120], [-2.7285, 1.8005, 2.6538], [-3.6973, 1.0003, 1.9263], [-5.0110, 1.2665, 2.0193], [-5.9435, 0.8783, 1.0116], [-5.6056, 0.7672, -0.3072], [-4.3064, 1.0324, -0.8397], [-3.1338, 0.8162, -0.1835], [2.8235, 3.8651, 3.8217], [0.6993, 4.5504, 4.8810], [-1.4376, 3.4553, 4.2043], [0.7129, 0.9743, 1.4820], [2.8338, 2.0894, 2.0867], [-5.3468, 1.8683, 2.8574], [-6.9980, 0.8807, 1.2613], [-6.4215, 0.6864, -1.0172], [-4.2510, 1.5084, -1.8129], [2.5205, -5.5903, -0.0338], [1.3161, -5.0555, -0.7275], [0.1192, -5.1220, 0.1618], [1.5959, -3.6453, -1.2294], [0.3981, -3.0313, -1.8716], [-0.0902, -3.7445, -2.9765], [-1.2107, -3.3431, -3.6692], [-1.8489, -2.1883, -3.2351], [-1.3540, -1.4712, -2.1603], [-0.2028, -1.8309, -1.4157], [2.3669, -6.6415, 0.1970], [2.6558, -5.0166, 0.8831], [3.3858, -5.4594, -0.6784], [1.1166, -5.6283, -1.5460], [0.3189, -4.5088, 1.0330], [-0.0338, -6.1593, 0.4513], [-0.7399, -4.7356, -0.3784], [2.4398, -3.7461, -1.9145], [1.8978, -3.0928, -0.3614], [0.4341, -4.6406, -3.3097], [-1.5696, -3.9006, -4.5247], [-2.7331, -1.8309, -3.7507], [-1.8951, -0.5806, -1.8808]],
  "orbital_gap_ha": [0.19850, 0.16075],
  "multiplicity": 2,
  "total_energy_ev": -74549.3103,
  "s2": 1.0301
}